C7H14 | the ωB97M-V functional and the def2-TZVPD basis

Computed properties:
energy relative to the best compared isomer or geometry (same formula, charge and spin): 1.5783 eV
LUMO: 1.247 eV
E_HOMO: -9.428 eV
frontier orbital gap: 0.3923 Ha

Atoms and positions in Å:
C  0.381  3.305  -0.814
C  -0.130  2.184  -1.309
C  0.592  0.867  -1.516
C  -0.149  -0.217  -0.724
C  0.705  -0.769  0.467
C  0.219  -2.074  1.033
C  -1.150  -1.932  1.731
H  1.425  3.458  -0.606
H  -0.333  4.040  -0.456
H  -1.140  2.212  -1.712
H  1.595  0.955  -1.110
H  0.571  0.756  -2.600
H  -0.356  -1.109  -1.316
H  -0.972  0.205  -0.204
H  1.722  -0.717  0.068
H  0.699  -0.047  1.295
H  -0.066  -2.779  0.239
H  0.910  -2.573  1.709
H  -1.985  -1.898  1.031
H  -1.434  -2.778  2.364
H  -1.106  -1.090  2.429

=====

C37H44ClN14O5PSSr | the ωB97M-V functional and the def2-TZVPD basis

Computed properties:
energy relative to the best compared isomer or geometry (same formula, charge and spin): 0.1626 eV
LUMO: 0.149 eV
E_HOMO: -7.774 eV
frontier orbital gap: 0.2912 Ha

Atoms and positions in Å:
Sr  0.319  -0.547  -0.200
C  -1.884  -5.784  2.390
N  -1.115  -4.929  1.505
C  -0.109  -5.354  0.681
C  0.387  -4.235  0.073
N  -0.296  -3.142  0.509
C  -1.192  -3.572  1.375
P  -2.391  -2.569  2.299
C  -3.086  -1.563  0.961
N  -2.432  -0.861  0.056
C  -3.365  -0.367  -0.801
C  -4.612  -0.763  -0.403
N  -4.429  -1.524  0.717
C  -5.488  -2.151  1.487
C  -1.271  -1.393  3.115
N  -0.444  -0.520  2.568
C  0.213  0.085  3.599
C  -0.226  -0.423  4.788
N  -1.171  -1.359  4.476
C  -1.886  -2.180  5.439
H  -1.871  -6.796  1.995
H  -2.914  -5.440  2.442
H  -1.459  -5.790  3.394
H  0.158  -6.394  0.604
H  1.185  -4.147  -0.645
H  -3.090  0.219  -1.662
H  -5.588  -0.574  -0.815
H  -6.428  -1.996  0.963
H  -5.561  -1.710  2.480
H  -5.312  -3.221  1.584
H  0.961  0.840  3.425
H  0.047  -0.211  5.807
H  -1.699  -1.783  6.433
H  -1.542  -3.213  5.401
H  -2.955  -2.154  5.242
N  8.963  -0.703  -1.523
C  7.651  -0.772  -1.066
C  6.604  -0.279  -1.847
C  5.296  -0.394  -1.414
C  5.021  -0.999  -0.196
C  6.051  -1.492  0.590
C  7.358  -1.385  0.155
S  3.352  -1.130  0.343
O  2.568  -1.459  -0.852
O  3.294  -2.108  1.401
N  2.766  0.293  0.766
C  3.314  0.960  1.817
N  2.655  2.072  2.213
C  3.195  2.773  3.198
C  4.376  2.417  3.828
C  4.969  1.256  3.358
N  4.463  0.530  2.376
H  9.146  0.016  -2.203
H  9.672  -0.749  -0.809
H  6.820  0.187  -2.801
H  4.483  -0.021  -2.023
H  5.813  -1.951  1.539
H  8.164  -1.779  0.762
H  2.650  3.662  3.505
H  4.802  3.001  4.629
H  5.895  0.888  3.791
C  -0.662  2.703  1.449
N  -0.852  4.156  1.476
C  -2.042  4.481  0.687
N  -1.937  4.016  -0.697
C  -1.729  2.566  -0.673
N  -0.521  2.183  0.078
C  0.636  2.868  -0.551
N  0.470  4.323  -0.560
C  0.308  4.773  0.822
C  -0.752  4.639  -1.297
H  -1.522  2.218  1.919
H  0.242  2.458  2.004
H  -2.181  5.565  0.688
H  -2.914  4.015  1.151
H  -1.631  2.189  -1.690
H  -2.596  2.104  -0.196
H  0.724  2.507  -1.576
H  1.535  2.614  0.011
H  0.182  5.858  0.833
H  1.208  4.511  1.381
H  -0.647  4.282  -2.323
H  -0.892  5.722  -1.311
C  -3.091  -1.710  -5.308
C  -3.329  -0.297  -4.857
C  -4.619  0.121  -4.537
C  -4.870  1.425  -4.156
Cl  -6.509  1.906  -3.784
C  -3.850  2.356  -4.070
C  -2.565  1.952  -4.392
C  -2.298  0.646  -4.784
O  -1.026  0.398  -5.235
C  -0.210  -0.580  -4.574
C  -0.300  -0.546  -3.048
O  -0.154  0.569  -2.478
O  -0.462  -1.631  -2.445
H  -4.036  -2.187  -5.569
H  -2.622  -2.295  -4.515
H  -2.439  -1.734  -6.182
H  -5.439  -0.582  -4.608
H  -4.052  3.371  -3.758
H  -1.739  2.649  -4.353
H  0.809  -0.315  -4.854
H  -0.423  -1.584  -4.932

=====

C3H4O3 | the ωB97M-V functional and the def2-TZVPD basis

Computed properties:
energy relative to the best compared isomer or geometry (same formula, charge and spin): 1.9151 eV
LUMO: 0.044 eV
E_HOMO: -10.045 eV
frontier orbital gap: 0.3707 Ha

Atoms and positions in Å:
O  0.234  1.911  0.077
C  -0.249  1.040  0.766
C  -0.297  -0.384  0.237
O  -1.271  -0.272  -0.791
C  1.025  -0.852  -0.367
O  1.663  -1.778  0.063
H  -0.808  1.269  1.691
H  -0.631  -1.117  0.976
H  -1.017  0.530  -1.278
H  1.339  -0.289  -1.270

=====

C2H4F2O | the ωB97M-V functional and the def2-TZVPD basis

Computed properties:
energy relative to the best compared isomer or geometry (same formula, charge and spin): 3.6932 eV
LUMO: 0.602 eV
E_HOMO: -10.507 eV
frontier orbital gap: 0.4083 Ha

Atoms and positions in Å:
C  -0.227  0.308  0.471
C  0.125  -0.083  -0.897
H  1.274  -0.334  1.718
H  -1.151  -0.628  0.792
H  -1.142  1.416  0.631
H  1.043  0.209  -1.292
O  1.008  0.474  1.062
F  -0.919  0.116  -1.898
F  -0.009  -1.476  -0.587

=====

C28H77N7O7 | the ωB97M-V functional and the def2-TZVPD basis

Computed properties:
energy relative to the best compared isomer or geometry (same formula, charge and spin): 2.6664 eV
LUMO: 0.661 eV
E_HOMO: -8.548 eV
frontier orbital gap: 0.3385 Ha

Atoms and positions in Å:
C  1.733  5.415  -3.290
O  1.710  3.998  -3.165
C  1.656  3.330  -4.430
C  1.666  1.809  -4.296
C  2.828  1.252  -3.453
N  1.813  1.289  -5.638
H  2.672  5.864  -3.615
H  1.453  5.829  -2.321
H  1.013  5.699  -4.057
H  0.789  3.653  -5.005
H  2.476  3.647  -5.074
H  0.735  1.465  -3.844
H  3.024  0.200  -3.660
H  2.708  1.438  -2.386
H  3.802  1.659  -3.724
H  1.488  0.340  -5.516
H  1.107  1.821  -6.126
C  4.164  -1.089  2.916
O  3.519  -2.150  2.143
C  2.132  -1.881  1.915
C  1.538  -2.964  1.027
C  1.840  -4.435  1.359
N  2.059  -2.732  -0.318
H  3.913  -1.253  3.964
H  3.912  -0.099  2.537
H  5.245  -1.139  2.782
H  1.601  -2.030  2.855
H  1.918  -0.921  1.446
H  0.455  -2.859  0.952
H  1.748  -4.622  2.429
H  2.893  -4.669  1.198
H  1.231  -5.184  0.852
H  1.856  -3.483  -0.962
H  3.066  -2.762  -0.255
C  -3.153  1.137  2.789
O  -2.893  0.561  4.045
C  -2.228  1.351  4.981
C  -0.831  1.857  4.466
C  -0.036  0.749  3.743
N  0.015  2.393  5.491
H  -3.294  2.198  2.992
H  -4.032  0.719  2.299
H  -2.382  1.012  2.029
H  -2.906  2.186  5.158
H  -2.126  0.785  5.907
H  -1.015  2.663  3.755
H  -0.378  0.646  2.714
H  -0.201  -0.168  4.310
H  1.049  0.818  3.664
H  -0.495  3.099  6.003
H  0.737  2.970  5.083
C  -5.216  -6.311  3.114
O  -4.416  -5.138  2.936
C  -4.303  -4.324  4.068
C  -3.668  -3.054  3.541
C  -2.284  -3.200  2.872
N  -3.419  -2.225  4.738
H  -6.273  -6.045  3.103
H  -4.800  -6.823  3.982
H  -4.972  -6.883  2.218
H  -5.323  -4.118  4.390
H  -3.684  -4.831  4.808
H  -4.381  -2.538  2.898
H  -1.501  -3.485  3.575
H  -1.893  -2.276  2.446
H  -2.349  -3.945  2.078
H  -3.335  -1.262  4.446
H  -2.550  -2.521  5.160
C  -0.718  2.963  0.160
O  -1.356  1.888  -0.475
C  -0.640  0.635  -0.560
C  -1.406  -0.341  -1.415
C  -2.642  -0.948  -0.714
N  -0.544  -1.461  -1.778
H  0.103  3.290  -0.479
H  -0.408  2.711  1.174
H  -1.430  3.774  0.313
H  0.377  0.733  -0.941
H  -0.575  0.183  0.430
H  -1.681  0.050  -2.394
H  -2.425  -1.521  0.188
H  -3.073  -1.707  -1.367
H  -3.451  -0.247  -0.509
H  0.026  -1.279  -2.592
H  0.134  -1.608  -1.044
C  0.991  4.699  2.966
O  1.843  3.792  2.313
C  2.437  4.242  1.091
C  3.367  3.015  0.608
C  4.587  2.895  1.467
N  3.776  3.183  -0.776
H  0.817  4.274  3.955
H  0.067  4.693  2.387
H  1.370  5.719  3.038
H  1.723  4.505  0.311
H  3.062  5.129  1.197
H  2.795  2.090  0.676
H  5.159  3.821  1.424
H  5.153  2.013  1.166
H  4.342  2.659  2.503
H  4.318  2.405  -1.123
H  2.977  3.250  -1.391
C  1.645  -2.030  -5.634
O  0.512  -1.297  -5.378
C  -0.658  -2.132  -5.257
C  -1.917  -1.258  -5.489
C  -3.255  -2.095  -5.545
N  -1.847  -0.451  -6.736
H  1.877  -2.869  -4.977
H  2.540  -1.418  -5.526
H  1.488  -2.285  -6.682
H  -0.721  -2.947  -5.978
H  -0.710  -2.540  -4.248
H  -1.959  -0.524  -4.685
H  -3.177  -2.858  -6.319
H  -4.144  -1.505  -5.766
H  -3.509  -2.653  -4.644
H  -0.976  0.029  -6.561
H  -1.488  -1.098  -7.424

=====

C26H27Cl5CsIN5OS3 | the ωB97M-V functional and the def2-TZVPD basis

Computed properties:
energy relative to the best compared isomer or geometry (same formula, charge and spin): 1.2855 eV
net charge: -1
LUMO: 1.350 eV
E_HOMO: -4.099 eV
frontier orbital gap: 0.2003 Ha

Atoms and positions in Å:
Cs  0.075  0.418  -2.150
C  -0.435  -5.703  -1.241
C  -1.495  -4.642  -1.522
S  -1.031  -2.941  -1.172
C  -0.785  -2.933  0.615
C  0.584  -3.378  1.145
S  1.966  -2.642  0.231
C  2.986  -4.055  -0.288
C  2.328  -5.381  -0.656
S  1.164  -5.383  -2.048
H  -0.804  -6.669  -1.591
H  -0.264  -5.801  -0.170
H  -2.416  -4.895  -0.989
H  -1.735  -4.627  -2.587
H  -1.576  -3.516  1.095
H  -0.949  -1.890  0.893
H  0.686  -4.459  1.114
H  0.659  -3.086  2.195
H  3.727  -4.260  0.488
H  3.522  -3.665  -1.154
H  1.837  -5.843  0.201
H  3.136  -6.061  -0.932
Cl  1.594  -1.805  -5.850
C  2.698  -0.461  -5.545
C  2.576  0.222  -4.349
C  3.484  1.251  -4.201
Cl  3.412  2.194  -2.702
C  4.451  1.609  -5.137
Cl  5.556  2.922  -4.864
C  4.527  0.884  -6.323
Cl  5.710  1.284  -7.518
C  3.637  -0.170  -6.532
Cl  3.731  -1.076  -8.010
N  -0.489  2.739  5.744
C  -1.164  3.357  6.774
C  -0.750  3.873  7.997
C  -1.727  4.438  8.793
C  -3.070  4.488  8.384
C  -3.471  3.975  7.167
C  -2.499  3.401  6.348
N  -2.620  2.830  5.093
C  -1.415  2.449  4.773
C  -1.053  1.796  3.507
C  0.190  1.205  3.307
C  0.465  0.633  2.076
N  -0.403  0.618  1.069
C  -1.599  1.173  1.269
C  -1.969  1.770  2.462
H  0.501  2.585  5.685
H  0.284  3.837  8.314
H  -1.452  4.854  9.754
H  -3.802  4.941  9.039
H  -4.503  4.013  6.845
H  0.942  1.169  4.084
H  1.428  0.168  1.888
H  -2.287  1.145  0.428
H  -2.944  2.219  2.589
N  -2.153  3.191  -4.610
C  -0.866  2.963  -4.170
N  0.030  2.578  -5.134
O  -0.532  3.157  -3.007
H  -2.437  2.597  -5.375
H  -2.812  3.119  -3.846
H  -0.348  2.106  -5.940
H  0.866  2.123  -4.787
I  -3.779  0.286  -2.863
C  -2.142  -0.130  -4.424
H  -2.767  0.123  -5.299
H  -2.216  -1.230  -4.381

=====

C3H5NO2 | the ωB97M-V functional and the def2-TZVPD basis

Computed properties:
energy relative to the best compared isomer or geometry (same formula, charge and spin): 1.0819 eV
LUMO: 0.787 eV
E_HOMO: -9.918 eV
frontier orbital gap: 0.3934 Ha

Atoms and positions in Å:
N  2.108  1.240  0.429
C  1.025  0.613  0.312
O  -0.153  1.118  0.747
C  -1.207  0.295  0.265
C  -0.500  -1.032  0.010
O  0.840  -0.619  -0.242
H  2.880  0.675  0.086
H  -1.619  0.728  -0.654
H  -1.986  0.241  1.027
H  -0.519  -1.690  0.886
H  -0.873  -1.570  -0.863

=====

C4H29NO6PSi | the ωB97M-V functional and the def2-TZVPD basis

Computed properties:
net charge: -1
LUMO: 2.529 eV
E_HOMO: -2.567 eV
frontier orbital gap: 0.1873 Ha

Atoms and positions in Å:
C  2.592  0.089  2.786
Si  1.978  0.998  1.196
C  2.511  -0.075  -0.286
C  2.914  2.682  1.032
P  -0.187  1.435  1.505
C  -0.828  0.382  0.024
N  -0.846  -1.076  0.223
H  2.035  -0.862  2.828
H  3.680  -0.056  2.819
H  2.223  0.695  3.629
H  1.733  -0.540  -0.901
H  3.136  0.529  -0.975
H  3.150  -0.907  0.080
H  3.741  2.541  0.310
H  3.374  3.010  1.974
H  2.258  3.477  0.647
H  -0.275  0.226  2.375
H  0.218  2.176  2.729
H  -0.107  2.672  0.676
H  -1.547  1.797  1.817
H  -0.293  0.669  -0.906
H  -1.882  0.687  -0.154
H  -1.361  -1.318  1.058
H  0.084  -1.460  0.335
O  -2.397  -2.512  -1.814
H  -1.787  -1.940  -1.292
H  -2.273  -2.219  -2.719
O  -3.674  -5.391  -2.557
H  -4.313  -5.149  -3.233
H  -3.336  -4.538  -2.235
O  5.695  0.659  0.950
H  4.770  0.401  0.841
H  5.913  1.086  0.119
O  -1.140  -4.949  -4.088
H  -1.945  -5.292  -3.667
H  -1.403  -4.098  -4.441
O  -3.651  2.417  1.206
H  -4.441  2.061  1.625
H  -3.937  3.267  0.849
O  -3.608  3.144  -1.309
H  -3.536  2.893  -2.233
H  -3.237  2.392  -0.824